Density functional theory data (ωB97M-V/def2-TZVPD) for 12 unconnected molecules or ions with the total composition C6H36NO11S.

Its net charge is -1. The value obtained for the HOMO-LUMO gap is 7.298 eV. As for the spin multiplicity: 1. The largest force on an atom comes out at 2.15 eV/Å. The calculation puts the relative energy (zero: lowest compared OMol25 entry of this formula, charge and spin) at 2.391 eV. The calculation puts the LUMO energy at 2.68 eV.

Structure (XYZ):
```
55
Properties=species:S:1:pos:R:3:forces:R:3
S 0.9877 -3.1105 -0.5341 -0.05 -0.01 0.65
O 2.8581 1.5533 1.4475 -0.18 -0.16 0.31
O -3.7800 -0.6678 0.5821 0.11 -0.10 0.44
O 2.3235 -1.3888 3.4931 0.91 0.09 -1.00
O 0.3982 1.8803 -1.8840 0.52 -0.77 -0.63
O -0.3473 0.6965 -4.4121 -0.15 -0.22 -0.73
O 3.3856 -1.0095 -3.5820 0.49 0.24 0.33
O -2.6989 0.5582 -1.9442 -0.60 0.61 -0.36
O 0.2303 -1.3019 -2.9240 0.64 0.26 0.02
O -1.3782 -3.6979 -2.5413 -0.62 0.12 -0.55
O 3.7214 -1.7833 -1.0560 0.25 0.09 0.93
O -0.4736 -1.6511 4.1772 0.21 -0.19 0.13
N 0.0951 0.5150 0.9514 0.58 -1.24 0.76
C -0.1245 -1.9320 0.3356 -0.26 -0.29 -0.43
C -1.5685 3.3356 1.6087 -1.12 -0.22 -1.60
C -0.2194 3.7929 1.0952 0.89 0.93 1.29
C -1.9139 1.8824 1.2434 -1.15 0.43 1.24
C -1.0398 0.7534 1.8244 -0.19 1.90 -0.98
C 0.6353 -0.8561 1.0756 0.44 1.33 -0.47
H -0.7831 -2.4593 1.0385 0.09 0.00 -0.20
H -3.9093 -1.0278 1.4680 -0.27 -0.11 -0.12
H -2.1312 1.7825 0.1780 0.49 -0.23 -0.03
H 0.4344 -1.4366 3.9031 -0.08 0.11 0.10
H -2.8905 1.7339 1.7286 -0.05 -0.04 -0.26
H -0.1494 4.8806 1.1591 -0.02 0.16 0.04
H 2.9144 -2.1027 -0.5652 0.11 -0.08 -0.64
H 0.6859 -1.0681 2.1246 -0.29 -0.12 0.22
H -0.7425 -0.0754 -3.9729 -0.02 0.70 0.37
H 2.4808 2.2804 0.9432 0.20 0.15 -0.20
H -1.7621 -0.0439 2.0384 0.81 -0.63 -0.10
H 2.5362 -1.9510 2.7272 -0.37 -0.83 0.51
H -2.2929 3.9775 1.0874 -0.11 -0.26 -0.43
H 3.7599 -1.1050 -2.6733 -0.38 -0.13 -0.72
H -3.6487 0.3996 -1.9803 -0.07 -0.72 0.36
H 0.6163 3.4372 1.7010 -0.02 -0.24 0.08
H 1.6865 -0.7908 0.7570 -0.22 -0.29 -0.34
H -1.1409 -3.3684 -1.6626 0.35 -0.26 0.07
H 2.4689 -1.2375 -3.4157 -0.36 -0.07 -0.16
H -0.6225 1.0969 2.7747 -0.31 -0.19 0.31
H -1.9603 3.5340 2.6115 1.40 -0.02 0.51
H 2.0349 1.0662 1.6306 -0.13 0.09 -0.24
H 0.0261 3.5528 0.0669 -0.51 -0.45 -0.22
H 4.1871 -1.2051 -0.4411 -0.03 0.00 0.00
H -0.7650 -1.4296 -0.4096 0.08 -0.15 0.17
H -0.4459 -1.9526 -3.1229 -0.33 -0.54 0.14
H -2.7172 1.4615 -2.2883 0.82 0.03 0.00
H -0.5904 -4.1678 -2.8297 0.13 -0.03 0.30
H 0.7459 -1.7393 -2.2073 -0.16 -0.32 0.17
H 0.0165 0.8123 -0.0130 -0.55 -0.04 0.23
H -0.3443 -2.5231 4.5657 -0.23 0.00 0.02
H -2.8585 -0.3826 0.6442 -0.10 0.04 -0.56
H 0.4927 0.9105 -1.8831 -0.28 -0.02 0.51
H 2.5926 -0.5865 3.0200 -0.11 0.66 0.80
H 0.3953 0.2349 -4.8220 0.17 0.34 -0.05
H 0.5892 1.9236 -2.8371 -0.37 0.68 0.00
```
Positions in Å, forces in eV/Å.


Density functional theory data (ωB97M-V/def2-TZVPD) for 12 unconnected molecules or ions with the total composition C6H36NO12.

Its net charge is -1. The value obtained for the HOMO-LUMO gap is 7.771 eV. As for the spin multiplicity: 1. The largest force on an atom comes out at 3.05 eV/Å. The calculation puts the relative energy (zero: lowest compared OMol25 entry of this formula, charge and spin) at 2.217 eV. The calculation puts the LUMO energy at 2.57 eV.

Structure (XYZ):
```
55
Properties=species:S:1:pos:R:3:forces:R:3
O -4.2232 0.1051 0.5976 -0.79 0.39 0.47
O 1.1284 -2.7842 -2.4578 0.22 -0.05 -0.27
O 2.4244 -0.4533 -1.6231 -0.19 -0.45 -0.37
O 4.5956 -0.0143 -0.0399 0.53 -0.38 -0.49
O -3.9806 3.3354 0.0161 0.25 0.41 0.25
O 3.1232 0.7758 2.2042 0.10 0.08 0.00
O -2.3049 1.3746 -1.0302 -0.08 0.52 0.08
O 2.2415 2.6099 0.1152 -0.19 0.14 1.01
O -1.5987 -1.9792 -3.1405 -0.34 -0.33 -0.22
O -0.2410 -0.5721 4.5464 -0.14 -0.06 0.08
O -3.2066 0.1804 -3.0745 0.23 -1.23 -0.33
O 3.7614 1.8462 -1.9932 -0.57 0.20 -0.52
N -0.3559 0.1177 -0.6119 -0.11 0.94 0.86
C 1.5297 -1.8147 0.7451 0.26 -0.76 1.36
C -0.1154 0.1908 0.8339 0.51 -0.61 2.03
C -0.9523 1.4377 -1.0787 -0.20 -1.41 -1.40
C -1.2461 0.7501 1.8171 0.46 0.34 -2.99
C 0.3756 -1.1766 1.5117 -0.48 1.15 -2.05
C -0.7418 -2.2036 1.4646 -0.71 -0.77 0.71
H -2.2204 -1.2512 -3.3827 0.31 0.25 0.22
H 1.4884 -0.4100 -1.3092 -0.03 0.22 -0.09
H -3.6833 0.8469 -3.5576 0.02 0.46 0.06
H 1.2034 -3.6881 -2.1474 -0.27 -0.08 -0.06
H 0.2451 -2.6455 -2.8424 -0.03 0.08 0.19
H -3.3190 2.6296 -0.1308 0.17 -0.57 -0.58
H -1.7269 -1.8961 1.8193 0.04 0.40 -0.14
H -4.3846 1.0478 0.7670 0.11 -0.34 0.28
H 4.4808 1.2508 -1.7523 -0.02 -0.07 0.36
H -1.0979 -0.4695 4.1159 0.10 0.00 -0.30
H -0.8908 -2.5787 0.4389 0.16 0.09 0.28
H -0.8095 1.1015 2.7415 0.02 -0.47 0.39
H 2.9222 2.4448 -0.5581 -0.07 0.00 -0.52
H -2.0161 -0.0289 1.8011 -0.12 0.67 0.75
H -2.7035 0.5838 -2.2845 -0.61 0.90 0.35
H 3.7743 -0.3761 -0.4555 0.37 0.77 0.70
H -0.4460 -0.4315 5.4683 0.06 0.03 0.47
H -3.4460 4.1100 -0.2000 -0.32 0.00 0.07
H 0.6839 -0.8751 2.5076 -0.11 -0.38 0.16
H 1.6527 -2.8273 1.1901 0.39 0.47 -0.10
H -1.6520 1.6476 1.3139 -0.19 -0.47 0.40
H -2.2023 -2.7155 -2.9918 0.12 -0.01 0.07
H 0.7283 0.8900 0.9177 -0.16 -0.19 0.05
H -0.5423 -3.0601 2.1294 0.35 0.04 -0.39
H -4.0860 0.1474 -0.3474 0.52 -0.22 -0.56
H 1.3665 2.6427 -0.2836 0.26 -0.08 -0.32
H 2.9909 1.2330 -2.0549 0.82 0.13 -0.14
H 2.5813 0.6546 2.9838 -0.16 -0.04 0.12
H 4.4003 0.5224 0.7416 -0.40 -0.50 -0.22
H -1.1281 -0.5071 -0.8523 0.26 -0.16 0.29
H 2.5383 1.1415 1.5198 0.05 0.33 0.08
H -0.6212 1.4647 -2.1372 0.23 0.47 0.08
H 1.2469 -2.0129 -0.2705 -0.11 0.10 -0.37
H -0.5197 2.3075 -0.5557 0.15 -0.23 0.29
H 2.5100 -1.3648 -1.9609 -0.35 0.53 -0.06
H 2.4690 -1.2541 0.8170 -0.33 -0.28 -0.01
```
Positions in Å, forces in eV/Å.


Density functional theory data (ωB97M-V/def2-TZVPD) for 12 unconnected molecules or ions with the total composition C6H36NO16S.

Its net charge is -1. The value obtained for the HOMO-LUMO gap is 9.463 eV. As for the spin multiplicity: 1. The largest force on an atom comes out at 12.09 eV/Å. The calculation puts the relative energy (zero: lowest compared OMol25 entry of this formula, charge and spin) at 0.627 eV. The calculation puts the LUMO energy at 2.32 eV.

Structure (XYZ):
```
60
Properties=species:S:1:pos:R:3:forces:R:3
S 23.0150 -49.8121 -9.0223 1.20 -1.55 -0.58
O 23.2482 -50.0933 -7.5600 -0.20 -0.25 0.02
O 26.8430 -49.1019 -8.7029 -1.46 -1.71 -2.26
O 24.3712 -52.0385 -6.4224 -0.88 0.55 -0.17
O 24.9494 -50.7776 -11.7344 0.42 -3.89 -5.83
O 22.2065 -47.1022 -4.0351 0.28 0.20 0.55
O 19.6018 -48.2352 -9.7637 0.11 -4.15 -1.91
O 22.4015 -46.3330 -9.5266 -2.51 3.67 -2.07
O 22.3400 -50.9744 -9.5246 0.17 -3.21 -1.23
O 24.4019 -47.4974 -11.2563 0.40 2.35 -3.15
O 24.9380 -48.7821 -6.4185 -0.43 -1.03 0.93
O 21.2298 -53.8566 -5.7817 -0.80 -1.11 0.82
O 19.7225 -51.2009 -9.8394 1.99 -0.67 0.63
O 22.0212 -48.8128 -9.1159 -1.17 3.31 0.50
O 24.2812 -49.5725 -9.7023 -1.03 0.41 2.07
O 22.1193 -51.1421 -12.3987 0.88 -1.45 3.53
O 22.5108 -53.7133 -9.6032 -10.49 -0.41 -0.48
N 21.4469 -50.2733 -5.7649 10.53 -0.41 5.94
C 21.2118 -54.9413 -6.7158 -7.60 -0.17 5.62
C 21.2696 -52.6338 -6.4065 -1.11 0.97 -1.82
C 21.4671 -51.6213 -5.3188 1.23 -2.70 3.40
C 21.8473 -47.8892 -5.1687 -0.34 4.38 -2.61
C 21.7198 -49.2214 -4.6871 2.80 -3.88 0.84
C 21.5367 -45.8757 -3.8811 -1.08 -1.86 2.85
H 19.5339 -50.2902 -9.9951 -0.90 1.12 -0.40
H 20.3621 -52.4182 -7.0810 0.66 -0.26 1.06
H 20.4929 -46.0444 -4.0295 -1.22 -0.25 0.46
H 20.7623 -50.0976 -6.2502 -9.66 2.70 -6.30
H 20.4120 -48.5891 -9.3666 0.15 0.51 0.02
H 22.3100 -50.2520 -6.5135 -1.12 0.63 0.30
H 22.1787 -47.2440 -9.3968 -0.32 -1.30 0.11
H 22.7426 -49.4202 -4.1700 -1.43 -0.36 -1.26
H 24.2972 -49.4784 -6.8269 1.70 1.85 0.63
H 21.7944 -54.6611 -7.3630 6.81 1.45 -7.19
H 24.5653 -48.1924 -10.7071 1.05 -3.56 1.57
H 20.7629 -51.9195 -4.4325 0.97 1.11 -1.56
H 22.7232 -47.7312 -5.9280 -1.84 -0.66 0.90
H 26.0553 -49.1150 -9.3628 1.98 0.12 1.97
H 23.3012 -53.9531 -9.5291 10.43 -2.65 0.84
H 20.2255 -55.1059 -7.1921 -0.10 0.91 -0.08
H 26.9494 -48.2138 -8.4355 -0.11 1.47 0.43
H 23.9422 -46.9933 -10.6252 -1.41 2.00 0.89
H 24.0614 -51.1073 -12.0298 1.21 0.71 -0.03
H 21.2316 -55.8237 -6.1876 1.48 -1.97 1.21
H 22.1888 -51.9741 -12.8824 -0.15 0.02 0.01
H 24.7562 -50.3662 -10.9809 -0.96 2.50 4.53
H 21.0632 -49.3889 -3.8759 -1.33 0.18 0.58
H 23.9776 -51.3558 -7.0592 0.94 -1.22 0.75
H 21.6031 -45.9411 -10.1069 2.93 -1.52 1.95
H 22.0953 -52.5779 -7.1031 0.43 -0.04 -0.25
H 22.3043 -51.4458 -11.3687 -0.99 1.40 -3.59
H 21.6985 -45.1467 -4.5394 1.70 2.68 -3.34
H 22.4107 -52.8174 -9.7659 0.18 2.81 -0.18
H 25.3906 -49.2764 -5.7093 -0.12 0.43 -0.56
H 25.1978 -52.3161 -6.7968 0.57 -0.08 -0.30
H 19.3945 -47.4258 -9.4521 -0.75 3.93 1.77
H 22.5481 -51.7823 -4.9400 -1.76 0.06 -0.34
H 21.7017 -45.3671 -2.8987 0.08 -1.14 -0.44
H 20.7305 -51.1072 -9.7234 -1.81 -0.58 -0.17
H 20.8195 -47.5201 -5.5979 1.81 -0.39 0.43
```
Positions in Å, forces in eV/Å.